Entry 1:
Entry from OMol25: a structure of composition C19H43AlClN2O2P (ωB97M-V/def2-TZVPD).

Each line ends with the Löwdin charge.
Cartesian coordinates (Å):
C  -5.81262  0.08442  0.17020  -0.115
C  -5.94554  1.12378  -0.94900  -0.268
C  -6.63238  2.41146  -0.50015  -0.223
C  -5.90126  3.11752  0.66290  -0.210
C  -5.70316  4.61488  0.40257  -0.220
C  -4.54515  4.91045  -0.55234  -0.215
C  -3.15414  4.56394  -0.00981  -0.204
C  -2.14194  4.16212  -1.09978  -0.196
C  -0.76556  4.84402  -1.00159  -0.217
C  0.31492  3.97808  -0.36315  -0.231
C  0.74776  2.77549  -1.21864  -0.307
C  2.13760  2.24775  -0.83092  -0.278
Al  2.72505  0.69269  -1.90042  -0.294
Cl  2.26946  0.83241  -4.02907  0.158
N  4.63996  0.46985  -1.69722  0.081
C  5.07137  0.84302  -0.64253  -0.532
O  5.49815  1.21337  0.39544  0.064
P  1.83794  -1.34841  -1.10431  0.691
C  2.79775  -2.59331  -2.10710  -0.417
C  2.80687  -1.44210  0.48624  -0.410
H  -6.67590  0.11963  0.83837  0.071
H  -5.72767  -0.92064  -0.24267  0.064
H  -4.92338  0.26112  0.77678  0.066
H  -6.52132  0.68265  -1.76629  0.100
H  -4.95223  1.36202  -1.33995  0.105
H  -7.65675  2.18392  -0.19456  0.107
H  -6.65774  3.09315  -1.35447  0.100
H  -4.92005  2.64569  0.76160  0.086
H  -6.43551  2.95954  1.60037  0.108
H  -6.62254  4.97321  -0.07527  0.105
H  -5.60512  5.17993  1.33277  0.108
H  -4.73014  4.38936  -1.49715  0.103
H  -4.56130  5.97863  -0.78831  0.111
H  -3.23332  3.74818  0.71319  0.096
H  -2.77137  5.41565  0.55871  0.105
H  -2.57942  4.43179  -2.06605  0.101
H  -2.02888  3.07625  -1.12825  0.104
H  -0.87900  5.75940  -0.41094  0.098
H  -0.44172  5.17205  -1.99247  0.105
H  0.00775  3.62987  0.62891  0.114
H  1.20804  4.59357  -0.20675  0.104
H  0.72272  3.05911  -2.27353  0.095
H  0.03815  1.96373  -1.02749  0.095
H  2.87804  3.05150  -0.91859  0.061
H  2.09271  1.93705  0.22187  0.055
H  3.76012  -2.19842  -2.44762  0.009
H  2.99700  -3.49283  -1.51049  -0.012
H  2.21679  -2.86923  -2.98626  0.014
H  2.70542  -0.49146  1.01187  0.015
H  3.86554  -1.57970  0.23621  0.005
H  2.43337  -2.25124  1.11545  -0.011
C  4.92367  -7.21447  1.66203  -0.028
C  5.09934  -5.76120  2.05798  -0.296
C  3.85616  -5.09906  2.65733  -0.173
O  2.96924  -4.85090  1.59778  -0.229
C  1.77515  -5.63309  1.52090  -0.044
N  5.37555  -4.93570  0.81662  0.228
H  4.18528  -7.32692  0.86665  0.087
H  5.86326  -7.64721  1.31558  0.090
H  4.58924  -7.79038  2.52249  0.100
H  5.95983  -5.65127  2.71741  0.154
H  4.15051  -4.13132  3.07638  0.140
H  3.41192  -5.68842  3.46006  0.140
H  1.38464  -5.83907  2.51800  0.097
H  1.94790  -6.57209  0.99034  0.084
H  1.04987  -5.04228  0.96723  0.102
H  6.02725  -5.38367  0.17444  0.173
H  5.72488  -4.00119  1.04254  0.179
H  4.45890  -4.79669  0.35590  0.153

Properties
DFT total energy	-55885.6348	eV
Kohn-Sham gap	5.2	eV
molar mass	424.97	g/mol

---

Entry 2:
Entry from OMol25: a structure of composition C19H43BeN5O10S at a distorted geometry (ωB97M-V/def2-TZVPD).

Each line ends with the Löwdin charge.
Cartesian coordinates (Å):
Be  0.68613  -0.74064  -1.45725  0.388
S  -1.22113  -0.11659  -6.07101  0.257
O  -0.81824  0.08069  -7.49352  -0.172
O  -0.72798  -1.35265  -5.51773  -0.171
O  -0.68031  0.94423  -5.22617  -0.156
O  -2.68699  -0.09518  -6.05151  -0.148
C  4.68564  3.94287  1.88364  -0.353
O  4.40524  3.02419  1.13362  0.012
N  5.93694  4.27685  2.29845  -0.166
C  6.12230  5.46119  3.22944  -0.050
C  7.18839  3.54822  1.97677  -0.041
H  3.94989  4.65584  2.28679  0.127
H  6.85345  6.19170  2.88321  0.078
H  6.36830  5.17589  4.25227  0.080
H  5.20395  6.03944  3.33127  0.071
H  7.90103  4.32412  1.69707  0.076
H  7.73842  3.00704  2.74664  0.082
H  6.98350  2.90293  1.12254  0.085
C  0.31137  -6.98607  -0.30309  -0.323
O  0.96437  -6.03129  -0.75927  -0.017
N  -0.21065  -7.91439  -1.10040  -0.223
C  -0.85499  -9.04411  -0.58010  -0.082
C  -0.06412  -7.91915  -2.55760  -0.029
H  0.12540  -7.23690  0.75271  0.131
H  -0.30795  -9.95288  -0.83104  0.096
H  -1.83650  -9.02530  -1.05379  0.093
H  -0.92082  -8.90265  0.49868  0.088
H  0.19761  -6.98981  -3.06349  0.091
H  0.69366  -8.62465  -2.89837  0.092
H  -1.04135  -8.20135  -2.94938  0.084
C  -1.26401  -0.66396  5.06293  -0.336
O  -0.65660  -0.49911  4.01697  0.009
N  -1.73920  0.35686  5.85415  -0.190
C  -2.54902  0.07011  7.04690  -0.067
C  -1.68542  1.79983  5.43987  -0.030
H  -1.45028  -1.63923  5.53869  0.126
H  -2.04621  0.41495  7.95043  0.083
H  -2.67732  -1.00594  7.16425  0.077
H  -3.50259  0.56864  6.87294  0.085
H  -2.63454  2.14174  5.02712  0.085
H  -1.46425  2.42739  6.30322  0.077
H  -0.86062  1.97770  4.74982  0.084
C  -6.21228  -2.05185  -0.35492  -0.343
O  -5.04323  -1.74868  -0.07826  -0.015
N  -7.16474  -2.25138  0.55554  -0.195
C  -8.56638  -2.33835  0.12043  -0.049
C  -6.90256  -2.26952  1.99926  -0.034
H  -6.52770  -2.09279  -1.40897  0.132
H  -9.05765  -1.40374  0.39111  0.089
H  -9.08845  -3.23251  0.46102  0.086
H  -8.52090  -2.40105  -0.96682  0.076
H  -5.84081  -2.09748  2.17585  0.085
H  -7.54218  -1.56078  2.52525  0.085
H  -7.12792  -3.25474  2.40749  0.084
C  -2.81623  5.25728  -0.47491  -0.309
O  -2.14591  4.39276  0.14329  -0.029
N  -2.97676  6.58027  -0.14863  -0.179
C  -4.01897  7.34281  -0.91934  -0.054
C  -2.48671  7.26201  1.05888  -0.047
H  -3.37481  4.93112  -1.36588  0.128
H  -4.89577  7.47237  -0.28488  0.081
H  -4.36081  6.89314  -1.85155  0.080
H  -3.65820  8.33687  -1.18352  0.078
H  -3.26842  7.32718  1.81569  0.083
H  -1.66885  6.74655  1.56237  0.088
H  -2.23968  8.28929  0.79096  0.081
C  7.22992  -1.83381  -4.77724  -0.137
C  6.67404  -0.56067  -5.57024  -0.145
C  5.53156  -0.03477  -4.70071  -0.173
O  5.10985  -1.22350  -3.97876  -0.152
C  6.20527  -1.99155  -3.63242  -0.248
H  8.23807  -1.70764  -4.38255  0.094
H  7.24208  -2.76152  -5.34935  0.096
H  6.28262  -1.01855  -6.47867  0.101
H  7.41940  0.20650  -5.77992  0.101
H  4.76557  0.42586  -5.32454  0.119
H  5.90489  0.69177  -3.97901  0.114
H  5.89547  -3.03404  -3.55948  0.117
H  6.59267  -1.67742  -2.66321  0.112

Properties
DFT total energy	-59551.3136	eV
Kohn-Sham gap	2.8	eV
molar mass	542.66	g/mol
ΔE to the lowest compared entry with this formula, charge and spin	134.3	kcal per mole

---

Entry 3:
Entry from OMol25: a structure of composition C19H43CeOP3S at a distorted geometry (ωB97M-V/def2-TZVPD).

Each line ends with the Löwdin charge.
Cartesian coordinates (Å):
Ce  0.93962  0.36946  -0.45957  0.755
P  -0.90478  1.62437  1.75936  0.748
P  0.82489  -2.52356  2.14718  0.940
P  -1.28804  1.57115  -2.15946  0.766
H  2.44010  -2.10250  -0.58424  0.100
C  2.46483  -1.22186  -1.23181  -0.164
C  3.21377  -0.11479  -0.78911  -0.235
H  3.91314  -0.26076  0.02623  0.088
C  -2.48030  0.77529  2.14619  -0.234
C  -0.33477  2.04032  3.45806  -0.253
C  -1.56760  3.27782  1.28816  -0.233
C  2.02784  -3.83554  2.03633  -0.181
C  1.69631  -0.93732  2.43743  -0.189
C  -0.26889  -2.70286  3.56374  -0.179
C  -1.11207  1.13515  -3.93858  -0.247
C  -1.89576  3.30179  -2.31638  -0.247
C  -2.87837  0.74692  -1.72865  -0.238
H  2.23721  -1.43609  -2.28601  0.109
H  3.45176  0.78126  -1.40686  0.122
H  -3.10260  1.41985  2.78238  0.076
H  -2.26592  -0.15916  2.68100  0.042
H  -3.02085  0.54801  1.21766  0.037
H  -0.97289  2.82499  3.89037  0.073
H  0.70135  2.39960  3.44122  0.034
H  -0.37662  1.15859  4.10908  0.047
H  -2.23099  3.61957  2.09513  0.073
H  -2.13507  3.22947  0.34726  0.023
H  -0.75814  4.01159  1.17578  0.041
H  1.93642  -4.48230  2.90502  0.076
H  3.02694  -3.40463  2.03228  0.068
H  1.84108  -4.39174  1.11019  0.078
H  2.49759  -1.11590  3.17606  0.111
H  1.04347  -0.17829  2.89731  0.028
H  2.22399  -0.43777  1.58780  -0.006
H  0.07131  -3.56933  4.13798  0.074
H  -1.29733  -2.87645  3.22746  0.073
H  -0.23822  -1.79822  4.19446  0.068
H  -1.85526  1.65515  -4.56378  0.073
H  -1.19029  0.05084  -4.09183  0.035
H  -0.10877  1.45031  -4.25621  0.051
H  -2.03295  3.59426  -3.36751  0.066
H  -1.15002  3.97698  -1.88328  0.031
H  -2.84043  3.46604  -1.78061  0.059
H  -3.58161  0.74646  -2.57234  0.080
H  -3.34917  1.26698  -0.88280  0.037
H  -2.69094  -0.29121  -1.43326  0.034
C  -0.85150  -2.50690  -1.55511  -0.407
C  -1.78520  -3.56908  -1.38422  -0.003
C  -2.32217  -4.20509  -2.49541  -0.041
C  -1.88072  -3.87698  -3.78533  -0.038
C  -0.84977  -2.95276  -3.94909  -0.067
C  -0.31731  -2.27879  -2.86205  -0.048
O  -0.53070  -1.72574  -0.53572  -0.311
H  -0.09178  -2.80226  1.04591  0.080
H  -2.11884  -3.82254  -0.38418  0.113
H  -3.10026  -4.95524  -2.34911  0.126
H  -2.29783  -4.34261  -4.68400  0.128
H  -0.40884  -2.74688  -4.92129  0.123
H  0.50896  -1.56206  -2.97653  0.076
C  1.94721  3.91306  0.35386  -0.277
S  2.35209  2.24594  0.89861  0.741
C  4.12440  2.31362  1.12325  -0.273
H  1.13460  3.89787  -0.38309  0.044
H  2.84423  4.35106  -0.09133  0.073
H  1.62090  4.44997  1.24448  0.063
H  4.52471  3.18012  0.58542  0.078
H  4.27687  2.39460  2.20135  0.069
H  4.59800  1.39877  0.76475  0.038

Properties
DFT total energy	-74050.1934	eV
spin multiplicity	2
Kohn-Sham gap (spin up / spin down)	4.4 / 4.1	eV
molar mass	552.66	g/mol
ΔE to the lowest compared entry with this formula, charge and spin	2.5	kcal per mole
total charge	+3

---

Entry 4:
Entry from OMol25: a cluster of 3 separate species, C19H43ClNO11P3 in total at a distorted geometry (ωB97M-V/def2-TZVPD).

Each line ends with the Löwdin charge.
Cartesian coordinates (Å):
O  0.31378  -3.15507  1.70889  0.161
C  -0.36507  -4.09632  1.63397  -0.448
C  -1.17537  -4.66282  0.41834  -0.108
C  -0.84951  -6.21678  0.57174  -0.433
P  -0.01256  -6.95763  -0.91063  0.570
O  -1.30771  -7.36566  -1.89104  -0.359
Cl  1.05808  -5.46673  -1.91703  0.183
C  -0.10305  -6.34137  1.96133  -0.315
C  -0.46307  -7.50235  2.92113  -0.121
C  0.84375  -7.94925  3.70165  -0.157
C  0.75233  -7.57962  5.20914  -0.267
O  1.06885  -6.18904  5.29777  -0.084
N  -0.63215  -5.10830  2.65521  0.055
H  -2.26295  -4.51939  0.54227  0.117
H  -0.92965  -4.20645  -0.55304  0.073
H  -1.83172  -6.72279  0.60402  0.109
H  -1.00109  -8.16313  -2.34751  0.031
H  0.95552  -6.09977  1.77250  0.143
H  -1.14105  -7.11997  3.69677  0.105
H  -0.89020  -8.38396  2.42168  0.110
H  0.96651  -9.04064  3.61802  0.106
H  1.73895  -7.43206  3.32531  0.110
H  1.48263  -8.21543  5.74068  0.113
H  -0.28174  -7.68959  5.58307  0.114
H  1.06867  -5.90827  6.22164  0.086
H  -1.64080  -5.26436  2.56669  0.112
C  0.02674  0.27075  0.67707  -0.072
C  -0.29326  1.75258  0.61263  -0.304
O  -0.31113  2.33841  1.90829  -0.203
P  1.11377  2.70433  2.64745  0.613
O  1.72528  3.66598  1.67052  -0.232
O  0.57465  3.76367  3.77786  -0.213
C  1.09056  5.09049  3.83829  -0.293
C  0.23841  6.04658  3.02341  -0.071
O  0.89680  1.50636  3.79643  -0.182
C  1.70164  0.32290  3.79411  -0.283
C  3.11843  0.54106  3.30552  -0.088
H  1.06888  0.11510  0.97274  0.065
H  -0.11797  -0.20147  -0.29540  0.083
H  -0.60616  -0.22923  1.41121  0.080
H  0.41419  2.27139  -0.03780  0.094
H  -1.28942  1.88797  0.18905  0.123
H  2.13146  5.11452  3.51286  0.101
H  1.08210  5.39745  4.88600  0.114
H  -0.00330  5.64136  2.04130  0.054
H  0.74674  7.00394  2.89278  0.078
H  -0.71285  6.22794  3.52854  0.076
H  1.20479  -0.44998  3.20271  0.098
H  1.72949  -0.04194  4.82229  0.121
H  3.13555  0.94160  2.28460  0.066
H  3.66560  -0.40224  3.30218  0.085
H  3.64543  1.24788  3.94984  0.085
C  -3.09446  3.17627  -6.38528  -0.079
C  -3.17254  3.64201  -4.94186  -0.294
O  -2.00222  3.29968  -4.21321  -0.209
P  -0.63350  4.20309  -4.39480  0.607
O  -1.10892  5.56095  -3.97107  -0.227
O  0.17222  3.75344  -3.04306  -0.214
C  0.58756  4.72388  -2.07981  -0.277
C  -0.45564  4.89622  -0.99319  -0.060
O  0.16219  2.95159  -5.17614  -0.184
C  0.45634  3.02020  -6.57227  -0.292
C  0.74273  4.42015  -7.07579  -0.090
H  -2.35098  3.75916  -6.93801  0.061
H  -4.05567  3.30100  -6.88591  0.078
H  -2.80185  2.12659  -6.43613  0.082
H  -3.35536  4.71887  -4.89347  0.108
H  -4.00722  3.14427  -4.44627  0.118
H  0.81485  5.67444  -2.56406  0.103
H  1.51903  4.36739  -1.63567  0.116
H  -1.46416  4.98882  -1.39767  0.081
H  -0.24202  5.77785  -0.38666  0.077
H  -0.46312  4.02443  -0.34026  0.036
H  -0.36398  2.56787  -7.13592  0.100
H  1.33319  2.39274  -6.74139  0.120
H  -0.10230  5.09496  -6.89375  0.066
H  0.93044  4.40416  -8.15007  0.084
H  1.61761  4.83931  -6.57533  0.087

Properties
SMILES	O=C1C[C@@H](P(O)Cl)[C@H](CCCO)N1.CCOP(=O)(OCC)OCC.CCOP(=O)(OCC)OCC
DFT total energy	-84802.3210	eV
Kohn-Sham gap	9.0	eV
molar mass	589.92	g/mol